Below is an isolated molecule of C4H8NO2 at a distorted geometry, with properties calculated with ωB97M-V/def2-TZVPD.

Relative energy (zero: lowest compared OMol25 entry of this formula, charge and spin) ... 0.563 eV
Lowest unoccupied orbital energy (alpha / beta) ... 0.8 / -2.3 eV
Kohn-Sham gap (alpha / beta) ... 10.60 / 7.52 eV

Structure (ORCA input):
```
! wB97M-V def2-TZVPD RIJCOSX def2/J DEFGRID3
* xyz 0 2
O 1.8860 0.8086 0.2222
C 0.8450 0.2934 -0.1452
N 0.8683 -0.8314 -0.8996
C -0.2381 -1.6412 -1.4110
O 0.1377 -2.8630 -1.7622
C -0.5026 0.8514 0.2900
C -0.3795 1.3875 1.7250
H 1.7499 -1.2290 -1.1928
H -0.5804 -1.1331 -2.3262
H -0.9800 -1.6784 -0.5949
H -0.6457 1.7246 -0.3481
H -1.2809 0.1024 0.1516
H -1.3165 1.7363 2.1495
H 0.5432 1.9561 1.7943
H -0.1065 0.5159 2.3476
*
```

***

Below is a cluster of 2 separate species, C3H6O3S in total at a distorted geometry, with properties calculated with ωB97M-V/def2-TZVPD.

Relative energy (zero: lowest compared OMol25 entry of this formula, charge and spin) ... 1.887 eV
Lowest unoccupied orbital energy ... 6.2 eV
Kohn-Sham gap ... 5.58 eV

Structure (ORCA input):
```
! wB97M-V def2-TZVPD RIJCOSX def2/J DEFGRID3
* xyz -2 1
O -0.4064 -1.7474 0.2428
C -0.8680 -0.6091 -0.3590
O -1.5032 -0.3367 -1.3810
C -0.4370 0.7162 0.5127
C -0.2252 2.0729 -0.1740
S 0.1522 3.4548 0.9708
H -1.2456 0.6487 1.3699
H 0.5315 0.1567 0.8041
H -1.0588 2.5043 -0.8863
H 0.5891 1.9944 -0.7816
H 1.7904 -3.7045 -0.3476
H 0.9455 -2.2400 -0.1333
O 1.7356 -2.9104 0.1624
*
```